The following is a DFT calculation (ωB97M-V/def2-TZVPD) of 6 unconnected molecules or ions with the total composition C35H60N3O23PS6 in a non-equilibrium geometry.

```
128
Properties=species:S:1:pos:R:3:forces:R:3:lowdin_charge:R:1
C 2.550 1.016 6.124 -0.31 -0.46 -0.17 -0.1025
C 1.125 1.537 5.956 0.27 0.20 0.80 -0.2394
C 1.035 3.067 6.152 -0.72 -0.39 -0.23 -0.1746
C 0.576 3.856 4.903 0.99 0.24 0.21 -0.1254
C 1.034 3.280 3.585 0.00 -0.42 -0.66 -0.1269
C 0.055 2.646 2.740 0.78 -0.04 -0.06 -0.1317
C -1.385 2.549 3.179 -0.07 0.42 -0.31 -0.1246
C -2.269 1.764 2.236 0.00 -0.55 -0.08 -0.1748
N -1.764 0.387 2.066 -0.43 0.04 0.26 -0.1067
C -2.404 -0.565 3.004 0.68 0.40 -0.16 -0.2069
C -1.622 -1.862 3.000 -0.46 -0.09 -0.09 -0.0657
C -2.024 -0.066 0.729 0.47 -0.40 -0.38 -0.4820
C -0.854 -0.590 -0.059 0.33 0.21 0.45 0.0081
O -3.114 -0.015 0.230 -0.67 0.19 -0.03 0.1237
C 0.456 2.135 1.529 -0.51 0.15 0.25 0.0460
C 1.790 2.158 1.104 -0.34 0.00 0.01 -0.1825
N 2.096 1.611 -0.106 0.11 0.34 0.29 0.1606
C 3.348 1.665 -0.434 0.53 0.01 -0.67 -0.3733
P 3.735 0.980 -2.097 -0.80 -0.44 0.09 0.4807
S 3.099 -0.852 -2.307 0.70 0.99 0.08 0.3212
C 4.349 2.220 0.412 0.19 0.19 0.25 -0.3500
O 5.648 2.201 -0.003 -0.22 -0.19 -0.04 -0.0564
C 6.316 0.948 0.228 0.50 0.00 0.70 -0.1868
C 6.024 0.296 1.585 0.04 -0.70 -0.43 -0.2036
C 5.002 -0.860 1.515 0.25 0.02 0.39 -0.0865
N 4.080 2.759 1.560 -0.40 -0.26 -0.26 0.2376
C 2.760 2.748 1.928 0.14 0.28 0.44 -0.1299
C 2.364 3.342 3.170 -0.13 -0.34 0.24 -0.1073
C 3.424 4.039 3.982 -0.31 0.99 -0.06 -0.1280
C 3.427 5.568 3.728 0.20 -0.15 -0.51 -0.1663
C 3.471 5.950 2.241 0.03 0.64 0.28 -0.1742
C 2.108 6.161 1.606 -0.25 -0.51 -0.34 -0.2509
O 2.192 5.836 0.213 0.10 0.09 0.04 -0.0684
H 2.975 1.373 7.057 0.15 0.22 0.03 0.0742
H 3.196 1.276 5.288 0.12 0.16 -0.03 0.0629
H 2.528 -0.070 6.210 0.10 -0.13 -0.14 0.0624
H 0.684 1.203 5.020 0.04 0.05 -0.18 0.0958
H 0.545 1.074 6.754 -0.20 -0.10 -0.03 0.1003
H 0.294 3.254 6.927 -0.04 0.14 0.10 0.1052
H 1.965 3.446 6.560 0.25 0.05 -0.11 0.0914
H 0.992 4.859 4.976 -0.04 0.20 0.08 0.1050
H -0.495 3.984 4.954 -0.21 -0.10 -0.24 0.0976
H -1.465 2.171 4.197 0.09 -0.18 0.11 0.1137
H -1.782 3.567 3.209 -0.12 0.09 0.16 0.1288
H -2.277 2.238 1.257 -0.05 0.16 -0.06 0.1263
H -3.304 1.751 2.580 -0.12 0.12 0.07 0.1284
H -2.352 -0.109 3.990 -0.16 0.05 0.13 0.1139
H -3.451 -0.697 2.721 -0.14 -0.13 0.09 0.1213
H -1.445 -2.218 1.991 -0.10 -0.04 -0.08 0.0407
H -0.645 -1.731 3.457 0.09 0.02 0.15 0.0711
H -2.193 -2.636 3.508 0.13 -0.13 0.20 0.0843
H -0.696 0.073 -0.908 -0.03 -0.10 -0.25 0.0937
H -1.045 -1.604 -0.396 -0.04 -0.08 -0.18 0.0761
H 0.054 -0.554 0.534 0.10 -0.19 0.04 0.0745
H -0.259 1.669 0.873 0.19 0.09 -0.07 0.0889
H 3.056 1.838 -2.977 0.28 0.28 0.10 -0.0123
H 5.094 1.176 -2.354 -0.01 0.30 0.08 -0.0147
H 7.376 1.180 0.188 0.06 0.29 -0.15 0.1212
H 6.134 0.222 -0.567 -0.30 0.07 -0.19 0.0987
H 6.968 -0.144 1.897 0.18 0.07 0.11 0.1031
H 5.766 1.029 2.341 -0.04 0.22 -0.03 0.0996
H 5.468 -1.772 1.882 0.00 -0.13 0.08 0.0672
H 4.694 -1.086 0.499 -0.25 0.12 -0.16 0.0465
H 4.129 -0.697 2.143 -0.22 0.14 -0.13 0.0623
H 3.278 3.895 5.045 -0.04 -0.24 0.17 0.0918
H 4.419 3.692 3.731 0.03 -0.32 -0.12 0.1082
H 4.316 5.988 4.193 0.05 -0.02 0.25 0.1075
H 2.572 6.061 4.187 -0.12 -0.02 0.14 0.1005
H 4.004 6.898 2.169 0.16 0.04 -0.12 0.1107
H 4.040 5.238 1.652 0.00 -0.21 -0.01 0.0998
H 1.352 5.516 2.056 0.02 -0.07 0.22 0.1037
H 1.767 7.190 1.734 0.04 0.13 0.01 0.1162
H 1.332 5.517 -0.071 -0.06 0.06 -0.08 0.0781
C -3.347 -1.981 -2.955 0.28 0.17 0.00 -0.1405
C -3.540 -0.495 -2.802 -0.57 0.11 0.25 -0.1472
O -3.427 0.021 -4.154 0.23 -0.31 -0.14 -0.1790
S -4.012 -1.050 -5.169 0.12 -0.04 0.57 0.5889
O -5.354 -0.715 -5.499 -0.07 -0.06 -0.21 -0.2318
O -3.048 -1.272 -6.190 -0.07 0.09 -0.22 -0.2333
O -4.033 -2.302 -4.188 -0.18 0.22 -0.01 -0.1788
H -2.300 -2.229 -3.065 0.08 -0.10 -0.07 0.0974
H -3.771 -2.548 -2.133 -0.16 -0.07 -0.13 0.1447
H -2.790 -0.050 -2.159 0.07 0.18 -0.22 0.1073
H -4.536 -0.258 -2.430 0.29 0.03 -0.05 0.0893
C -9.380 -0.495 -2.411 -0.33 0.19 0.07 -0.1564
C -8.634 0.711 -2.942 0.22 -0.20 -0.38 -0.1511
O -7.895 1.192 -1.807 -0.27 -0.06 0.22 -0.1827
S -7.462 -0.041 -0.887 -0.22 0.03 -0.39 0.6080
O -6.133 -0.413 -1.217 -0.11 -0.15 0.37 -0.2231
O -7.849 0.232 0.448 0.14 0.07 0.12 -0.2089
O -8.448 -1.127 -1.523 0.16 0.08 -0.10 -0.1826
H -10.262 -0.203 -1.837 0.01 0.01 -0.02 0.1333
H -9.670 -1.187 -3.197 0.16 -0.14 0.07 0.1368
H -9.297 1.489 -3.310 0.06 0.14 0.19 0.1359
H -7.925 0.433 -3.725 -0.03 -0.02 0.00 0.1329
C 2.184 -3.428 -2.929 -0.05 -0.44 0.36 -0.2843
C 2.295 -4.832 -2.377 0.37 -0.32 -0.67 -0.1703
O 0.963 -5.139 -1.933 -0.20 0.16 -0.11 -0.1944
S -0.098 -4.426 -2.887 0.76 0.09 0.09 0.5969
O -0.565 -5.349 -3.855 -0.27 0.02 -0.10 -0.2114
O -1.001 -3.689 -2.074 -0.17 -0.20 0.14 -0.2351
O 0.906 -3.409 -3.594 -0.10 -0.29 -0.10 -0.1825
H 2.172 -2.682 -2.132 -0.28 -0.74 -0.07 -0.0556
H 2.973 -3.189 -3.637 -0.18 -0.01 -0.15 0.1067
H 2.987 -4.901 -1.545 -0.22 -0.09 -0.18 0.1090
H 2.574 -5.550 -3.152 -0.06 0.02 -0.06 0.1363
C 2.514 -4.999 3.299 0.38 -0.01 0.01 -0.1521
C 2.353 -3.519 3.577 -0.33 -0.01 0.27 -0.1579
O 2.242 -2.929 2.275 0.22 -0.17 -0.11 -0.1945
S 1.495 -3.941 1.285 -0.03 0.02 0.41 0.6233
O 0.124 -3.596 1.213 0.11 -0.22 -0.29 -0.2030
O 2.290 -4.087 0.119 0.01 0.43 0.65 -0.2205
O 1.638 -5.251 2.192 -0.13 0.19 0.04 -0.1708
H 3.534 -5.242 2.996 0.00 0.02 0.02 0.1350
H 2.229 -5.618 4.145 -0.18 -0.07 -0.11 0.1373
H 3.201 -3.094 4.106 0.07 0.12 -0.19 0.1357
H 1.434 -3.311 4.130 0.02 -0.03 0.02 0.1290
C -2.377 -4.041 -9.105 0.41 0.00 0.07 -0.1544
C -2.563 -2.549 -8.940 -0.37 -0.03 0.19 -0.1672
O -2.471 -2.036 -10.283 0.21 -0.27 -0.12 -0.1862
S -3.067 -3.103 -11.310 0.08 0.02 0.40 0.5924
O -4.410 -2.767 -11.616 -0.07 -0.07 -0.18 -0.2223
O -2.109 -3.322 -12.333 -0.01 0.08 -0.17 -0.2241
O -3.079 -4.359 -10.317 -0.17 0.18 0.03 -0.1908
H -1.326 -4.304 -9.238 -0.01 0.01 0.01 0.1329
H -2.791 -4.607 -8.275 -0.16 -0.07 -0.13 0.1366
H -1.804 -2.096 -8.312 0.05 0.14 -0.16 0.1257
H -3.548 -2.308 -8.544 0.03 0.02 0.04 0.1243
```
Positions in Å, forces in eV/Å.

Values from the calculation:
E_LUMO = -0.824 eV
DFT total energy = -163126.261 eV
HOMO = -8.843 eV
Structure (SMILES) = CCCCc1c(CCN(CC)C(C)=O)cc2nc([PH2]=S)c(OCCC)nc2c1CCCCO.O=S1(=O)OCCO1.O=S1(=O)OCCO1.O=S1(=O)OCCO1.O=S1(=O)OCCO1.O=S1(=O)OCCO1